C33H45CdCl2IN3SSbSi3 as an isolated structure. Source: the OMol25 dataset; level of theory: ωB97M-V/def2-TZVPD.

Each line ends with the Mulliken charge.
Cartesian coordinates (Å):
Cd: 0.11 -0.27 -0.04  2.849
Cl: 0.31 -0.04 2.89  -0.204
C: -0.90 -1.16 3.50  0.764
C: -1.16 -1.08 4.85  -0.736
C: -2.10 -1.93 5.41  -0.381
C: -2.75 -2.84 4.59  -0.810
C: -2.45 -2.89 3.24  0.353
Cl: -3.31 -4.07 2.29  -0.197
C: -1.51 -2.06 2.62  -0.663
S: -1.20 -2.21 0.90  -0.345
H: -0.64 -0.35 5.45  0.412
H: -2.33 -1.88 6.46  0.377
H: -3.49 -3.52 4.99  0.425
C: -2.38 -0.24 -4.47  -1.387
Sb: -2.12 -0.55 -2.36  0.381
C: 0.03 -0.24 -2.25  -1.831
C: 0.58 0.97 -2.94  0.185
C: 1.08 2.07 -2.23  0.989
C: 1.68 3.12 -2.90  -0.883
C: 1.76 3.06 -4.29  -0.685
C: 1.24 1.94 -4.91  -0.752
N: 0.67 0.92 -4.27  -0.014
Si: 0.95 -1.75 -2.90  0.692
C: 0.87 -3.19 -1.71  -1.107
C: 2.75 -1.26 -3.09  -0.732
C: 0.35 -2.44 -4.53  -1.300
C: -3.25 1.23 -1.50  2.803
C: -2.63 1.91 -0.29  -2.583
C: -3.40 2.83 0.44  -0.779
C: -2.86 3.55 1.48  -1.222
C: -1.52 3.38 1.79  -1.399
C: -0.84 2.43 1.09  -0.245
N: -1.36 1.69 0.10  1.573
Si: -3.62 2.60 -2.80  0.182
C: -2.05 3.21 -3.59  -0.714
C: -4.88 2.07 -4.09  -1.085
C: -4.36 4.19 -2.11  -1.289
Si: -4.84 0.29 -0.92  0.601
C: -5.42 -0.94 -2.20  -1.278
C: -4.45 -0.61 0.65  -0.831
C: -6.34 1.38 -0.60  -1.185
H: -1.59 -0.82 -4.93  0.228
H: -2.28 0.78 -4.80  0.379
H: -3.34 -0.65 -4.76  0.479
H: 1.00 2.10 -1.15  -0.413
H: 2.07 3.96 -2.35  0.294
H: 2.22 3.85 -4.87  0.456
H: 1.29 1.85 -5.99  0.485
H: 1.32 -2.97 -0.74  0.223
H: 1.42 -4.01 -2.17  0.427
H: -0.14 -3.53 -1.51  0.279
H: 3.08 -0.68 -2.22  -0.112
H: 2.91 -0.64 -3.97  0.326
H: 3.39 -2.14 -3.17  0.464
H: -0.67 -2.82 -4.46  0.328
H: 0.99 -3.28 -4.82  0.440
H: 0.39 -1.69 -5.32  0.307
H: -4.43 2.97 0.17  0.652
H: -3.48 4.26 2.02  0.466
H: -1.04 3.94 2.58  0.526
H: 0.21 2.24 1.32  0.096
H: -1.48 2.46 -4.13  0.004
H: -1.41 3.62 -2.81  0.168
H: -2.29 4.02 -4.28  0.495
H: -4.67 1.14 -4.60  0.334
H: -4.93 2.86 -4.85  0.413
H: -5.87 2.00 -3.64  0.313
H: -3.67 4.73 -1.48  0.357
H: -5.30 4.07 -1.58  0.302
H: -4.56 4.81 -2.99  0.423
H: -4.77 -1.81 -2.29  0.333
H: -5.55 -0.50 -3.19  0.363
H: -6.40 -1.31 -1.88  0.482
H: -3.71 -1.39 0.49  -0.022
H: -5.36 -1.08 1.04  0.505
H: -4.07 0.06 1.43  0.323
H: -6.58 2.06 -1.41  0.326
H: -6.27 1.96 0.32  0.361
H: -7.20 0.71 -0.48  0.486
I: 3.01 3.20 0.43  0.069
C: 3.42 1.15 0.36  -0.041
C: 4.67 0.75 -0.11  -0.670
C: 4.97 -0.60 -0.07  -0.413
C: 4.02 -1.49 0.43  -0.831
C: 2.80 -0.99 0.84  -0.048
N: 2.49 0.32 0.79  0.040
H: 5.37 1.47 -0.48  0.415
H: 5.92 -0.95 -0.42  0.387
H: 4.21 -2.55 0.49  0.435
H: 2.04 -1.64 1.23  0.415

Results
HOMO: -0.2688 Eh
lowest unoccupied orbital energy: -0.00420 hartree
2S+1: 1
energy above the lowest of the compared OMol25 structures with the same formula, charge and spin: 0.000 eV
largest force on an atom: 0.66 eV/Å
orbital gap: 0.2646 Ha


C33H45GaN5S as an isolated structure in a non-equilibrium geometry. Source: the OMol25 dataset; level of theory: ωB97M-V/def2-TZVPD.

Each line ends with the Mulliken charge.
Cartesian coordinates (Å):
Ga: -0.48 0.36 -0.92  -1.563
N: -1.59 -1.17 0.10  -0.323
N: -0.41 -2.35 -2.26  0.703
C: 2.06 0.90 -1.09  0.161
C: 2.27 -0.41 -0.54  -0.204
C: 1.76 -0.44 0.81  0.954
C: 1.89 -1.70 1.63  -0.364
H: 1.93 -2.59 0.99  0.248
H: 1.11 -2.00 2.37  -0.057
H: 2.76 -1.71 2.31  0.210
C: 1.33 0.91 1.13  0.371
C: 0.80 1.54 2.37  1.182
H: 1.56 1.89 3.10  0.171
H: 0.21 0.80 2.89  -0.920
H: 0.07 2.33 2.13  -0.033
C: 1.42 1.70 -0.06  0.807
C: 1.12 3.16 -0.16  -1.763
H: 0.28 3.45 0.47  0.337
H: 0.90 3.52 -1.17  0.306
H: 1.98 3.74 0.20  0.313
C: 2.81 -1.55 -1.33  -2.038
H: 3.88 -1.67 -1.12  0.410
H: 2.72 -1.44 -2.42  0.276
H: 2.32 -2.48 -1.07  0.334
C: 2.60 1.49 -2.36  -1.269
H: 1.86 2.15 -2.85  0.101
H: 2.87 0.70 -3.08  0.324
H: 3.51 2.09 -2.20  0.270
C: -2.31 -0.56 1.21  -0.615
H: -2.66 0.43 1.04  0.576
C: -2.77 -1.42 2.28  -0.835
H: -3.33 -1.00 3.10  0.389
C: -2.35 -2.76 2.24  -0.111
H: -2.65 -3.42 3.03  0.516
C: -1.56 -3.29 1.22  -1.542
H: -1.33 -4.36 1.17  0.289
C: -1.25 -2.48 0.08  2.024
C: -0.52 -3.02 -1.05  -1.419
H: -0.29 -4.09 -1.14  0.203
C: -0.41 -0.97 -2.35  -0.080
C: -0.38 -2.97 -3.55  -0.868
H: -0.44 -4.04 -3.67  0.485
C: -0.37 -1.96 -4.47  -0.407
H: -0.45 -1.99 -5.56  0.474
N: -0.39 -0.76 -3.72  1.178
C: -0.58 0.52 -4.32  -0.628
C: 0.42 1.13 -5.11  1.079
C: 0.21 2.44 -5.59  -0.812
H: 0.99 2.91 -6.20  0.245
C: -0.98 3.13 -5.32  0.992
C: -1.19 4.52 -5.83  -1.512
H: -1.07 5.26 -5.02  0.286
H: -2.21 4.63 -6.23  0.363
H: -0.47 4.74 -6.62  0.366
C: -1.98 2.50 -4.57  -1.371
H: -2.94 3.00 -4.41  0.267
C: -1.79 1.20 -4.07  1.507
C: -2.92 0.48 -3.40  -0.812
H: -3.37 -0.27 -4.07  0.269
H: -3.69 1.22 -3.14  0.420
H: -2.60 -0.02 -2.47  0.039
C: 1.67 0.39 -5.47  -1.923
H: 1.55 -0.10 -6.46  0.362
H: 1.93 -0.38 -4.74  0.177
H: 2.50 1.11 -5.55  0.496
C: 1.26 1.87 5.82  -1.124
C: 0.05 0.98 6.05  -0.440
N: -0.53 0.23 4.80  0.005
C: -0.17 -0.77 4.10  -0.586
S: -0.78 -0.82 2.11  -0.206
N: 0.17 -1.95 4.60  0.024
C: -0.10 -2.32 6.09  -0.642
C: -1.58 -2.45 6.35  -0.831
H: 2.15 1.32 5.49  0.296
H: 1.57 2.39 6.76  0.445
H: 1.06 2.66 5.10  0.255
H: 0.27 0.27 6.85  0.253
H: -0.77 1.64 6.38  0.330
H: -1.22 0.84 4.32  0.396
H: 0.10 -2.72 3.93  0.413
H: 0.47 -3.25 6.29  0.395
H: 0.36 -1.47 6.63  0.182
H: -1.95 -3.40 5.94  0.272
H: -1.78 -2.42 7.42  0.393
H: -2.10 -1.63 5.85  0.158

Results
HOMO (spin up / spin down): -0.0502 / -0.0525 Eh
lowest unoccupied orbital energy (spin up / spin down): 0.09322 / 0.09349 hartree
2S+1: 1
energy above the lowest of the compared OMol25 structures with the same formula, charge and spin: 7.625 eV
largest force on an atom: 8.38 eV/Å
orbital gap (spin up / spin down): 0.1434 / 0.1460 Ha
net charge: -1


The lowest energy above the lowest of the compared OMol25 structures with the same formula, charge and spin belongs to which entry? C33H45CdCl2IN3SSbSi3